<a>
{
  "formula": "C20H24N2O6S",
  "method": "ωB97M-V/def2-TZVPD",
  "total_charge": 0,
  "smiles": "CCOC(=O)c1ccccc1NC(=O)CN(c1ccc(OCC)cc1)S(C)(=O)=O",
  "species": ["C", "C", "O", "C", "O", "C", "C", "C", "C", "C", "C", "N", "C", "O", "C", "N", "C", "C", "C", "C", "O", "C", "C", "C", "C", "S", "C", "O", "O", "H", "H", "H", "H", "H", "H", "H", "H", "H", "H", "H", "H", "H", "H", "H", "H", "H", "H", "H", "H", "H", "H", "H", "H"],
  "positions_angstrom": [[-4.0158, -3.2380, -0.3185], [-3.5291, -1.7963, -0.3488], [-2.2145, -1.6929, -0.8971], [-1.1996, -1.9964, -0.0830], [-1.3590, -2.3378, 1.0700], [0.1153, -1.8713, -0.7463], [0.2026, -1.8245, -2.1377], [1.4249, -1.7151, -2.7659], [2.5866, -1.6598, -2.0097], [2.5218, -1.7069, -0.6322], [1.2929, -1.7971, 0.0168], [1.2413, -1.8522, 1.4128], [1.7540, -0.9728, 2.3084], [1.7052, -1.1756, 3.5011], [2.3620, 0.3219, 1.7624], [1.7096, 0.8180, 0.5753], [0.3248, 1.0576, 0.5816], [-0.3453, 1.3258, -0.6077], [-1.7141, 1.5250, -0.6316], [-2.4596, 1.4474, 0.5386], [-3.8137, 1.5800, 0.6363], [-4.5599, 1.9948, -0.4893], [-4.4098, 3.4856, -0.7788], [-1.7892, 1.1785, 1.7311], [-0.4234, 0.9923, 1.7581], [2.7093, 1.5175, -0.5692], [2.5491, 3.2901, -0.2265], [2.2400, 1.2767, -1.8988], [4.0474, 1.1084, -0.2658], [-5.0428, -3.2666, 0.0342], [-3.9683, -3.6736, -1.3139], [-3.3963, -3.8246, 0.3549], [-3.5275, -1.3736, 0.6608], [-4.1540, -1.1866, -1.0044], [-0.7085, -1.8758, -2.7130], [1.4778, -1.6718, -3.8423], [3.5467, -1.5796, -2.4942], [3.4266, -1.6749, -0.0461], [0.5238, -2.4674, 1.7921], [2.3374, 1.0513, 2.5836], [3.4074, 0.1563, 1.4956], [0.2051, 1.3595, -1.5313], [-2.1801, 1.7186, -1.5843], [-5.5965, 1.7719, -0.2211], [-4.2962, 1.4000, -1.3726], [-5.0488, 3.7635, -1.6124], [-4.6999, 4.0612, 0.0965], [-3.3796, 3.7304, -1.0256], [-2.3647, 1.1092, 2.6402], [0.0431, 0.7803, 2.7052], [2.9565, 3.4754, 0.7583], [1.4984, 3.5445, -0.2759], [3.1099, 3.8268, -0.9805]],
  "mulliken_charge": [-1.44, 0.04, -0.22, 0.67, -0.71, 0.66, -0.45, -0.67, -0.67, -0.05, -0.18, -0.19, 0.09, -0.67, -0.66, 0.27, -0.07, -0.68, -0.08, 0.29, -0.46, -0.40, -1.18, -0.82, -0.69, 1.34, -1.07, -0.64, -0.74, 0.42, 0.32, 0.34, 0.27, 0.24, 0.49, 0.41, 0.41, 0.45, 0.27, 0.44, 0.50, 0.61, 0.48, 0.44, 0.23, 0.39, 0.31, 0.32, 0.44, 0.46, 0.37, 0.31, 0.43]
}

***

<b>
{
  "formula": "C20H24N2O6S",
  "method": "ωB97M-V/def2-TZVPD",
  "total_charge": 0,
  "smiles": "CC(=O)Nc1ccc(S(=O)(=O)N[C@@H](CC(=O)O)c2ccc(OC(C)C)cc2)cc1",
  "species": ["C", "C", "O", "N", "C", "C", "C", "C", "S", "O", "O", "N", "C", "C", "C", "O", "O", "C", "C", "C", "C", "O", "C", "C", "C", "C", "C", "C", "C", "H", "H", "H", "H", "H", "H", "H", "H", "H", "H", "H", "H", "H", "H", "H", "H", "H", "H", "H", "H", "H", "H", "H", "H"],
  "positions_angstrom": [[-6.9058, -2.2154, 0.2165], [-5.6031, -1.5321, 0.5465], [-4.6794, -2.0957, 1.1000], [-5.5658, -0.2243, 0.1652], [-4.4064, 0.5644, 0.2241], [-4.0633, 1.3638, -0.8647], [-2.8294, 1.9801, -0.8927], [-1.9692, 1.8231, 0.1774], [-0.2524, 2.2273, -0.0479], [-0.0861, 3.3873, -0.8718], [0.4183, 2.1749, 1.2214], [0.1356, 0.9129, -0.9954], [0.4389, -0.3496, -0.3429], [-0.3166, -1.5039, -1.0361], [-1.7816, -1.5374, -0.6538], [-2.6855, -1.2246, -1.3890], [-1.9658, -1.9721, 0.5822], [1.9327, -0.5695, -0.3003], [2.6526, -0.1661, 0.8144], [4.0306, -0.2844, 0.8640], [4.7251, -0.8170, -0.2182], [6.0659, -1.0060, -0.2934], [6.9195, -0.5641, 0.7551], [7.1245, 0.9495, 0.6915], [8.2389, -1.3066, 0.5670], [4.0021, -1.2169, -1.3450], [2.6308, -1.0893, -1.3861], [-2.3472, 1.1307, 1.3091], [-3.5799, 0.5056, 1.3425], [-6.9564, -2.3910, -0.8568], [-7.7526, -1.6017, 0.5135], [-6.9492, -3.1729, 0.7274], [-6.2828, 0.0897, -0.4738], [-4.7315, 1.4390, -1.7091], [-2.4995, 2.5513, -1.7448], [0.7291, 1.1426, -1.7759], [0.0684, -0.2528, 0.6817], [0.1365, -2.4446, -0.7215], [-0.2477, -1.3943, -2.1175], [-2.9280, -2.0138, 0.8194], [2.1288, 0.2702, 1.6512], [4.5445, 0.0439, 1.7533], [6.4875, -0.8452, 1.7264], [7.7687, 1.2718, 1.5051], [7.5894, 1.2149, -0.2550], [6.1746, 1.4733, 0.7655], [8.6626, -1.0615, -0.4032], [8.0724, -2.3796, 0.6101], [8.9410, -1.0234, 1.3459], [4.5474, -1.6252, -2.1813], [2.1012, -1.4002, -2.2739], [-1.6613, 1.0669, 2.1388], [-3.8783, -0.0679, 2.2049]],
  "mulliken_charge": [-1.37, 0.79, -0.72, -0.17, 0.51, -0.66, -0.78, -0.12, 1.37, -0.78, -0.64, -0.19, 0.20, -0.84, 0.21, -0.59, -0.47, 0.20, -1.01, -0.34, 0.78, -0.43, 0.52, -1.28, -1.54, -0.85, -0.60, -0.24, -0.39, 0.33, 0.36, 0.36, 0.27, 0.33, 0.45, 0.38, 0.68, 0.43, 0.37, 0.58, 0.38, 0.36, 0.28, 0.37, 0.33, 0.39, 0.34, 0.37, 0.42, 0.42, 0.30, 0.51, 0.41]
}

***

The calculated energies rank the structures as follows, beginning with the most stable: <b>, <a>.

***

<a>
{
  "formula": "C6H3NO",
  "method": "ωB97M-V/def2-TZVPD",
  "total_charge": 0,
  "smiles": "C#CC1=NC=CC1=O",
  "species": ["C", "C", "C", "N", "C", "C", "C", "O", "H", "H", "H"],
  "positions_angstrom": [[2.9295, -0.3566, 0.2465], [1.7231, -0.4686, -0.1171], [0.1507, -0.4539, -0.1196], [-0.6334, -1.4393, -0.2184], [-1.9751, -0.8173, 0.0561], [-1.9337, 0.5233, 0.1349], [-0.3922, 0.8745, -0.0778], [0.3845, 1.9037, -0.1236], [3.8439, -0.7847, 0.5035], [-2.8359, -1.5828, 0.5301], [-2.6642, 1.4048, 0.7465]],
  "mulliken_charge": [-0.31, -0.34, 0.58, -0.51, -0.11, -0.41, 0.66, -0.50, 0.39, 0.28, 0.26]
}

***

<b>
{
  "formula": "C6H3NO",
  "method": "ωB97M-V/def2-TZVPD",
  "total_charge": 0,
  "smiles": "C#CC1=NC=CC1=O",
  "species": ["C", "C", "C", "N", "C", "C", "C", "O", "H", "H", "H"],
  "positions_angstrom": [[2.9996, -0.0508, 0.6482], [1.8144, 0.0753, 0.4895], [0.4045, 0.1313, 0.2463], [-0.4147, 0.7409, 1.0303], [-1.7328, 0.5504, 0.4605], [-1.7586, -0.1992, -0.6392], [-0.3393, -0.5414, -0.9353], [0.1698, -1.1338, -1.8620], [4.0693, -0.1014, 0.8274], [-2.5903, 1.0000, 0.9710], [-2.6218, -0.4713, -1.2367]],
  "mulliken_charge": [0.24, -0.34, 0.11, -0.55, -0.24, -0.62, 0.69, -0.52, 0.40, 0.43, 0.40]
}

***

The calculated energies rank the structures as follows, beginning with the most stable: <b>, <a>.

***

<a>
{
  "formula": "C7H14O2",
  "method": "ωB97M-V/def2-TZVPD",
  "total_charge": 0,
  "species": ["C", "C", "C", "C", "C", "C", "C", "O", "O", "H", "H", "H", "H", "H", "H", "H", "H", "H", "H", "H", "H", "H", "H"],
  "positions_angstrom": [[0.7727, 0.0270, -0.3820], [-0.1613, -0.7284, 0.3838], [1.2094, -0.4175, -1.7309], [2.2106, -1.1592, -0.8880], [-1.4879, 0.6320, -0.4315], [-0.1851, -0.6074, 1.8786], [-1.7124, 1.8397, 0.4415], [1.2575, 1.1820, 0.1844], [-0.4999, -1.9466, -0.1340], [1.8129, 1.6310, -0.4631], [-1.0998, -2.3938, 0.4735], [1.5840, 0.3983, -2.3561], [0.4878, -1.0408, -2.2495], [3.1914, -0.7281, -0.7460], [2.1363, -2.2347, -0.8429], [-2.3189, -0.0724, -0.4286], [-1.3027, 0.8888, -1.4736], [-1.2047, -0.7398, 2.2492], [0.4531, -1.3789, 2.3132], [0.1822, 0.3645, 2.1923], [-0.8059, 2.4406, 0.5243], [-2.4984, 2.4877, 0.0368], [-2.0208, 1.5559, 1.4487]],
  "mulliken_charge": [-0.08, 0.97, -0.46, -0.88, -0.66, -1.73, -0.98, -0.42, -0.50, 0.37, 0.39, 0.40, 0.24, 0.27, 0.28, 0.37, 0.34, 0.40, 0.42, 0.41, 0.25, 0.38, 0.23]
}

***

<b>
{
  "formula": "C7H14O2",
  "method": "ωB97M-V/def2-TZVPD",
  "total_charge": 0,
  "smiles": "C/C=C(/C(C)C)C(O)O",
  "species": ["C", "C", "C", "C", "C", "C", "C", "O", "O", "H", "H", "H", "H", "H", "H", "H", "H", "H", "H", "H", "H", "H", "H"],
  "positions_angstrom": [[1.2449, 2.3722, -0.5555], [0.0827, 1.5116, -0.1774], [0.1248, 0.2421, -0.0081], [-0.9794, -0.6944, 0.3617], [-1.9511, -0.8287, -0.8461], [-1.6484, -0.4672, 1.7517], [1.7015, -0.5862, -0.2301], [1.9213, -0.7587, -1.6029], [1.7543, -1.6889, 0.4826], [0.9077, 3.3074, -0.9106], [1.6977, 1.9991, -1.4434], [2.0562, 2.3226, 0.2361], [-0.6739, 2.1669, 0.2688], [-0.4563, -1.6236, 0.6030], [-1.4016, -1.3250, -1.6707], [-2.6947, -1.4892, -0.4188], [-2.3215, 0.0518, -1.2376], [-2.3790, 0.3298, 1.7966], [-2.3285, -1.4076, 1.8773], [-0.9224, -0.5302, 2.6512], [2.5877, 0.1093, -0.0321], [1.1728, -1.2232, -2.0404], [2.5051, -1.7899, 1.1447]],
  "mulliken_charge": [-1.41, 0.18, -0.01, 0.48, -1.24, -1.39, -0.22, -0.50, -0.53, 0.42, 0.35, 0.23, 0.31, 0.30, 0.28, 0.37, 0.36, 0.37, 0.33, 0.30, 0.30, 0.34, 0.37]
}

***

The calculated energies rank the structures as follows, beginning with the most stable: <b>, <a>.